{
  "formula": "C19H42NO2P3RhS",
  "method": "ωB97M-V/def2-TZVPD",
  "elements": ["Rh", "S", "P", "P", "P", "O", "O", "N", "C", "C", "C", "C", "C", "C", "C", "C", "C", "C", "C", "C", "C", "C", "C", "C", "C", "C", "C", "H", "H", "H", "H", "H", "H", "H", "H", "H", "H", "H", "H", "H", "H", "H", "H", "H", "H", "H", "H", "H", "H", "H", "H", "H", "H", "H", "H", "H", "H", "H", "H", "H", "H", "H", "H", "H", "H", "H", "H", "H", "H"],
  "xyz": [[-0.0977, -0.1546, -1.4076], [0.5504, 0.0095, -4.3344], [-1.4021, 1.7214, -0.9287], [1.7576, 1.3559, -1.8214], [-1.7311, -1.3453, 0.0266], [0.8972, -1.3123, 2.8114], [0.6968, 0.6533, 1.6882], [2.3187, -0.5344, 4.6525], [-0.7428, 3.3883, -0.5144], [1.7529, -2.0500, -5.6809], [2.4230, 2.2055, -0.3426], [3.1837, 0.3398, -2.3644], [1.9141, 0.5938, 3.7752], [2.1865, -2.6142, -6.8725], [-2.0347, -1.0544, 1.8328], [0.9588, -0.9358, -8.1362], [1.4307, 2.6669, -3.1112], [-2.5863, 1.9707, -2.3012], [-1.3906, -3.1462, 0.2472], [1.2419, -1.7294, -0.5603], [0.9654, -0.8737, -5.7221], [0.8126, -2.2166, -1.8193], [-2.4902, 1.8471, 0.5560], [-3.4027, -1.3150, -0.7483], [0.4977, -0.3770, -6.9557], [1.8194, -2.0406, -8.1025], [1.0983, -0.0697, 2.6443], [2.1930, 2.5949, -3.8980], [3.7524, 0.0656, -1.4662], [-3.1367, 2.9007, -2.1038], [-1.8292, 1.9132, 1.4287], [3.2017, -0.9081, 4.2981], [-3.1968, 1.0244, 0.6770], [2.8124, -3.5068, -6.8272], [-3.9919, -0.4378, -0.4450], [2.2249, -1.2879, -0.5039], [0.0546, -2.9785, -1.8819], [-0.1850, 0.4698, -6.9303], [-1.6134, 4.0562, -0.4138], [-3.0499, 2.7902, 0.4763], [-2.3210, -3.6644, 0.5202], [-3.0542, -1.3686, 2.1130], [0.4421, 2.5487, -3.5976], [-0.2622, 3.3189, 0.4716], [2.7863, 1.1321, 3.3771], [-1.3000, -1.6533, 2.3879], [2.2151, -2.4651, -9.0276], [2.4315, 1.4902, 0.4895], [0.6556, -0.5034, -9.0838], [-1.8756, -0.0129, 2.1230], [1.4750, 3.6674, -2.6469], [1.5105, -2.2051, -2.6508], [1.5785, -1.2618, 4.5375], [0.8323, -2.0877, 0.3820], [1.2618, 1.2745, 4.3327], [2.4521, -0.1871, 5.5998], [2.8618, -0.5705, -2.8870], [-2.0567, 2.0498, -3.2581], [-0.4665, -0.8291, -2.8048], [-3.2929, 1.1312, -2.3464], [1.9828, -2.4631, -4.7029], [-0.6656, -3.2371, 1.0669], [3.4381, 2.5763, -0.5353], [-3.9364, -2.2297, -0.4422], [-3.3026, -1.3127, -1.8423], [-0.9739, -3.5992, -0.6535], [-0.0541, 3.8088, -1.2475], [1.7863, 3.0460, -0.0460], [3.8310, 0.9075, -3.0444]],
  "lowdin_charge": [0.419, 1.024, 0.740, 0.757, 0.854, -0.055, -0.083, 0.180, -0.237, -0.047, -0.220, -0.242, -0.050, 0.002, -0.213, 0.003, -0.265, -0.227, -0.214, -0.163, -0.564, -0.176, -0.245, -0.226, -0.057, 0.041, -0.634, 0.059, 0.066, 0.071, 0.052, 0.177, 0.021, 0.139, 0.046, 0.053, 0.044, 0.124, 0.075, 0.077, 0.084, 0.087, 0.010, 0.059, 0.142, 0.037, 0.146, 0.030, 0.139, 0.020, 0.061, 0.028, 0.157, 0.030, 0.146, 0.175, 0.009, 0.037, -0.072, 0.044, 0.101, 0.059, 0.077, 0.072, 0.047, 0.033, 0.024, 0.038, 0.075],
  "multiplicity": 5,
  "homo_lumo_gap_ev": [6.8, 4.9],
  "energy_ha": -2486.09087,
  "total_charge": 3,
  "relative_energy_kj_mol": 303.7
}